1.
The following is a quantum chemistry calculation of a 2-piece molecular cluster, C2H4O3 overall, from OMol25.

```
9
Properties=species:S:1:pos:R:3:forces:R:3
O 0.411 -1.710 -0.148 -0.403 -0.385 0.738
O -1.408 2.310 0.554 3.278 -2.122 2.917
O 0.358 0.793 1.032 -1.664 2.690 1.610
C -0.510 1.871 1.323 -1.309 0.027 -4.518
C 0.415 -1.950 -1.312 -0.813 -1.079 -1.846
H -0.203 -2.807 -1.867 1.019 1.335 1.341
H -0.207 2.404 2.209 0.093 -0.224 0.630
H 0.135 0.404 0.187 -0.358 -0.259 -0.436
H 1.008 -1.315 -1.979 0.158 0.016 -0.435
```
Positions in Å, forces in eV/Å.

Results
Highest occupied orbital energy in eV: -10.7
Gap between HOMO and LUMO in eV: 11.13
Spin multiplicity: 1
SMILES: O=CO.C=O

=====

2.
The following is a quantum chemistry calculation of a 3-piece molecular cluster, C18H44N2O6P overall, from OMol25.

```
71
Properties=species:S:1:pos:R:3:forces:R:3
P 6.894 4.770 -4.952 0.148 -0.886 0.236
O 5.736 0.495 -5.034 0.333 0.475 0.656
O -0.374 -1.092 2.287 -0.175 0.131 -0.210
O -4.398 -0.300 3.722 -0.207 -0.057 0.200
O 2.750 0.514 -0.584 0.072 -0.404 0.222
O -8.924 -0.119 4.138 -0.033 0.020 -0.318
O 3.638 -0.089 -5.065 -3.360 -2.762 -2.414
N 0.371 -1.505 -0.549 0.203 -0.137 0.052
N -6.931 -1.905 2.860 0.023 -0.114 0.172
C -1.448 -0.186 2.073 0.134 -0.069 0.048
C -9.077 -1.526 3.982 0.026 -0.112 0.460
C 4.033 1.537 -3.482 0.082 -0.087 0.141
C 0.569 -2.458 0.539 -0.117 0.283 -0.084
C 7.894 2.221 -4.966 0.091 0.450 0.542
C -7.727 -2.213 4.045 0.082 0.253 -0.226
C 1.494 -1.423 -1.476 -0.237 0.222 -0.005
C -4.650 -1.671 3.986 0.260 -0.246 -0.103
C -0.521 -2.319 1.582 0.306 -0.212 0.287
C 7.404 3.303 -3.960 0.430 0.278 -0.823
C 6.683 0.175 -4.023 1.174 0.210 0.216
C 8.035 0.840 -4.351 -0.597 -0.417 -0.703
C 4.436 0.573 -4.578 2.047 2.000 1.898
C 2.811 -0.865 -0.939 0.097 -0.031 -0.379
C -5.356 0.601 4.257 0.196 0.168 -0.200
C 2.322 0.747 0.753 -0.012 0.407 -0.124
C -5.543 -2.347 2.948 -0.075 0.196 -0.209
C -9.290 0.621 2.987 0.055 0.018 0.166
H -9.605 -1.777 3.059 0.092 0.079 -0.076
H -6.942 -0.904 2.711 -0.033 -0.016 -0.025
H -7.226 -1.879 4.963 -0.129 -0.107 0.137
H 4.858 1.940 -2.900 -0.155 -0.032 0.188
H 1.175 -0.782 -2.303 0.090 -0.028 -0.048
H 8.715 0.827 -3.501 -0.129 0.075 0.168
H -5.095 -2.178 1.965 0.072 -0.032 0.035
H 1.676 -2.414 -1.901 0.029 -0.014 0.056
H 6.568 2.996 -3.338 -0.031 0.032 0.003
H 2.624 -0.057 1.427 -0.066 -0.053 -0.039
H -0.409 -3.126 2.313 -0.038 -0.019 -0.028
H -10.319 0.401 2.691 0.021 0.000 -0.079
H -5.014 -1.809 5.010 -0.114 0.106 -0.017
H -5.528 -3.428 3.117 -0.026 0.014 0.064
H -4.847 1.543 4.463 0.046 -0.042 0.014
H 8.254 3.604 -3.352 -0.161 0.128 0.322
H -9.685 -1.878 4.821 -0.023 -0.017 -0.036
H 6.372 0.458 -3.016 -0.358 0.034 -0.101
H -6.145 0.809 3.530 -0.140 -0.024 0.127
H -1.513 -2.413 1.131 0.018 0.123 -0.066
H 3.298 1.019 -2.845 0.547 0.316 -0.044
H 3.476 2.352 -3.942 0.077 0.104 -0.151
H 5.497 4.912 -4.930 0.254 0.293 0.043
H 7.556 5.944 -4.568 -0.340 0.003 -0.043
H -8.615 0.414 2.150 -0.102 -0.018 -0.094
H -7.875 -3.294 4.106 0.033 -0.006 -0.003
H 2.783 1.676 1.092 0.047 -0.024 -0.032
H 3.543 -0.931 -1.751 0.004 -0.014 0.001
H 7.223 4.538 -6.299 -0.023 0.161 0.228
H 1.532 -2.300 1.043 -0.001 -0.184 0.113
H 3.218 -1.464 -0.118 -0.097 0.094 0.124
H 0.556 -3.473 0.133 0.024 0.012 -0.029
H -9.219 1.679 3.236 0.014 -0.029 0.057
H 8.884 2.533 -5.300 -0.028 0.096 -0.251
H -3.673 -2.164 3.943 0.002 0.018 0.002
H -2.402 -0.643 2.339 -0.051 0.097 -0.055
H -1.476 0.154 1.032 -0.124 -0.020 -0.017
H 1.240 0.886 0.799 -0.012 -0.122 0.145
H -1.289 0.678 2.716 0.042 -0.056 0.041
H 7.216 2.217 -5.816 0.049 -0.382 -0.133
H 0.212 -0.587 -0.153 -0.088 -0.031 -0.008
H -5.794 0.232 5.187 -0.053 -0.058 -0.041
H 6.868 -0.897 -4.033 -0.293 -0.135 0.140
H 8.492 0.205 -5.109 0.206 0.104 -0.094
```
Positions in Å, forces in eV/Å.

Results
Highest occupied orbital energy in eV: -9.7
Gap between HOMO and LUMO in eV: 6.18
Spin multiplicity: 1
Net charge: +1

=====

3.
The following is a quantum chemistry calculation of C20H36GaN4O as an isolated structure, from OMol25.

```
62
Properties=species:S:1:pos:R:3:forces:R:3
Ga -1.588 -3.664 -1.359 -0.079 -0.079 -0.850
O -0.415 -2.584 -0.344 -0.314 -0.388 0.425
N -1.216 1.832 -0.650 -0.102 -0.132 -0.033
N 1.644 2.422 -2.722 -0.014 -0.036 -0.096
N -0.798 5.867 4.270 -0.001 0.033 -0.010
N -2.618 -1.041 -2.041 -0.399 0.374 -0.322
C -2.022 4.029 4.390 0.003 0.045 0.046
C -3.276 -0.050 -2.897 0.098 -0.286 0.140
C -2.533 -2.377 -2.673 0.614 0.150 1.108
C 2.450 2.544 -4.779 -0.016 -0.005 -0.031
C 2.149 -3.546 -0.401 0.227 -0.425 0.204
C 1.512 1.931 -3.988 -0.005 0.003 0.035
C -0.768 5.296 3.025 0.007 0.009 0.029
C -0.062 1.979 0.066 -0.004 -0.105 0.037
C 0.157 3.323 0.242 0.081 0.024 -0.106
C 1.217 -4.081 0.676 0.120 0.037 0.280
C 2.649 3.344 -2.689 -0.024 -0.023 0.028
C -1.740 3.060 -0.932 0.028 -0.069 0.018
C 1.486 -3.831 3.264 0.293 0.113 -0.414
C 2.273 -5.892 2.127 0.260 0.168 0.439
C -0.008 -3.164 0.878 0.094 0.244 -1.150
C -1.562 5.101 5.109 0.001 -0.006 -0.001
C 2.045 -4.396 1.957 -0.191 -0.033 0.105
C -1.517 4.152 3.067 -0.083 0.008 0.096
C 3.174 3.443 -3.952 0.022 0.035 0.005
C -0.909 4.010 -0.394 0.017 0.071 -0.031
H 2.868 -6.312 1.322 -0.142 -0.135 -0.250
H -3.522 -2.744 -2.973 -0.067 -0.037 -0.260
H -2.957 0.960 -2.631 -0.242 0.196 0.043
H 0.516 -4.270 3.483 -0.168 0.066 0.180
H -1.686 3.480 2.245 0.019 -0.017 -0.038
H 3.985 4.088 -4.248 0.004 0.001 0.000
H 1.085 2.149 -1.929 -0.009 0.084 0.008
H 2.490 -2.542 -0.158 -0.035 0.235 -0.085
H 3.029 -4.193 -0.428 0.179 -0.023 -0.076
H -1.882 -2.259 -3.533 -0.036 -0.135 -0.341
H -2.980 -0.203 -3.931 0.149 -0.076 -0.109
H -0.330 6.715 4.529 -0.008 -0.017 -0.009
H 0.502 1.119 0.386 -0.042 -0.035 0.022
H -1.616 0.944 -0.929 0.143 -0.181 -0.039
H -0.818 -3.781 1.282 -0.066 0.111 0.459
H 0.991 3.760 0.766 0.001 -0.012 0.034
H -1.711 5.383 6.137 -0.001 -0.015 0.006
H -3.187 -1.134 -1.206 0.210 -0.024 0.134
H -0.724 -4.732 -2.229 0.050 0.039 0.070
H 1.407 -2.753 3.198 -0.272 0.184 0.074
H 0.767 1.188 -4.217 0.015 -0.019 0.004
H 0.831 -5.034 0.315 -0.140 -0.124 -0.133
H 3.033 -3.956 1.819 0.128 0.202 0.001
H -0.219 5.752 2.219 0.003 -0.023 -0.020
H -2.651 3.241 4.770 0.002 -0.010 -0.004
H -1.053 5.076 -0.451 -0.005 0.007 -0.008
H 0.217 -2.334 1.551 0.074 -0.043 0.288
H -2.655 3.155 -1.491 0.004 0.021 -0.012
H 2.178 -4.025 4.080 0.019 -0.253 0.191
H -2.628 -4.476 -0.437 0.001 0.146 0.275
H 2.828 -6.052 3.053 0.149 -0.129 0.072
H 1.334 -6.426 2.243 -0.183 -0.122 -0.227
H 2.904 3.849 -1.773 -0.001 0.004 0.001
H 2.599 2.367 -5.832 0.000 -0.004 -0.004
H 1.696 -3.575 -1.382 -0.195 0.238 -0.151
H -4.367 -0.129 -2.868 -0.171 0.174 -0.046
```
Positions in Å, forces in eV/Å.

Results
Highest occupied orbital energy in eV: -4.7
Gap between HOMO and LUMO in eV: 7.09
Spin multiplicity: 1
Net charge: -1

=====

4.
The following is a quantum chemistry calculation of a 2-piece molecular cluster, C5H7ClINOP overall, from OMol25.

```
17
Properties=species:S:1:pos:R:3:forces:R:3
I -0.806 4.167 3.925 -0.665 0.144 0.360
Cl 1.327 0.573 1.612 -0.353 0.435 0.398
P 0.518 2.056 4.139 1.439 -2.550 -1.334
O 0.277 1.347 5.725 -1.769 1.720 -0.517
N 0.964 -0.602 -2.808 -0.095 -0.047 0.022
C 0.177 -1.091 -3.818 -0.035 -0.064 -0.202
C -0.873 -1.774 -3.246 0.133 0.097 -0.392
C -0.102 0.804 2.782 -1.248 2.072 1.082
C 0.423 -0.956 -1.599 0.064 -0.075 0.125
C -0.718 -1.688 -1.842 0.233 0.127 0.272
H 0.432 -0.913 -4.854 -0.075 -0.049 0.151
H 0.896 -0.660 -0.673 -0.178 -0.022 -0.073
H -1.667 -2.278 -3.783 0.125 0.093 0.051
H -0.307 1.918 6.305 0.888 -0.937 -1.041
H -1.369 -2.113 -1.089 0.147 0.119 -0.092
H -0.983 1.272 2.160 1.768 -0.868 1.074
H 1.811 -0.063 -2.934 -0.378 -0.196 0.116
```
Positions in Å, forces in eV/Å.

Results
Highest occupied orbital energy in eV: -3.0
Gap between HOMO and LUMO in eV: 5.95
Spin multiplicity: 1
Net charge: -1

=====

5.
The following is a quantum chemistry calculation of one molecule with the formula C5H10O, from OMol25.

```
16
Properties=species:S:1:pos:R:3:forces:R:3
O 0.999 1.673 0.087 -0.015 -0.444 -0.100
C 2.122 -0.357 -0.462 0.067 0.051 0.003
C 0.908 0.486 -0.145 0.009 0.222 0.097
C -1.494 0.613 -0.829 -0.051 0.052 -0.052
C -0.847 -0.404 1.383 0.012 -0.002 0.091
C -0.448 -0.219 -0.088 -0.040 -0.024 -0.024
H -1.260 0.695 -1.896 -0.023 0.000 0.132
H 3.007 0.280 -0.519 -0.125 -0.132 0.014
H -2.486 0.160 -0.731 0.132 0.044 -0.008
H -1.845 -0.852 1.450 0.177 0.062 -0.016
H -0.870 0.568 1.888 -0.010 -0.145 -0.088
H 2.263 -1.115 0.320 -0.061 0.104 -0.122
H -0.357 -1.208 -0.557 0.016 0.171 0.072
H -1.524 1.623 -0.411 -0.014 -0.144 -0.059
H -0.148 -1.054 1.921 -0.083 0.100 -0.079
H 1.978 -0.892 -1.408 0.008 0.083 0.139
```
Positions in Å, forces in eV/Å.

Results
Highest occupied orbital energy in eV: -9.5
Gap between HOMO and LUMO in eV: 10.53
Spin multiplicity: 1
SMILES: CC(=O)C(C)C

=====

6.
The following is a quantum chemistry calculation of C16H9F11N2O4RuS3 as an isolated structure, from OMol25.

```
46
Properties=species:S:1:pos:R:3:forces:R:3
Ru 0.292 -0.209 -0.582 0.943 0.069 -0.672
S -0.718 -1.537 -2.029 -0.086 0.093 0.119
S 2.704 -2.204 0.587 -0.212 -0.542 -0.259
S 0.216 -2.641 1.653 0.081 0.015 0.049
F -5.225 0.501 -0.641 -0.018 0.004 0.003
F 0.913 -3.398 4.055 -0.025 0.006 -0.030
F -2.730 0.710 -1.614 -0.039 -0.055 0.027
F 4.356 -3.900 1.703 -0.003 -0.030 0.007
F -0.754 -2.014 3.988 -0.011 0.004 -0.010
F 3.779 -4.426 -0.320 0.026 -0.026 0.009
F 1.261 -1.296 3.674 -0.022 -0.005 -0.006
F 5.160 -2.792 0.024 0.030 -0.003 -0.011
F -4.727 -4.166 -0.317 -0.028 0.014 0.007
F -2.219 -3.969 -1.273 -0.038 -0.023 0.030
F -6.236 -1.930 0.010 0.015 -0.013 -0.007
O 2.453 -1.778 -0.780 -0.322 0.307 0.344
O -0.845 -3.576 1.562 -0.090 -0.115 0.002
O -0.073 -1.266 1.178 -0.236 0.109 0.054
O 3.093 -1.209 1.534 0.196 0.268 0.113
N 1.551 -3.184 1.090 0.217 0.042 0.124
N 0.307 1.351 -1.157 -0.308 -0.425 0.468
C 4.093 -3.431 0.493 -0.242 0.204 -0.062
C -3.189 -0.500 -1.280 0.050 -0.098 -0.055
C -2.382 -1.627 -1.434 -0.045 0.180 -0.022
C 1.474 1.747 1.377 -0.245 0.080 -0.407
C -4.226 -2.972 -0.625 0.105 -0.073 -0.036
C 0.431 -2.310 3.467 0.042 -0.069 -0.063
C -4.996 -1.835 -0.458 -0.006 0.102 -0.006
C 1.401 5.209 -0.212 0.031 0.018 0.047
C -0.236 3.329 -3.076 -0.063 -0.068 -0.031
C 1.632 4.198 0.712 0.027 0.091 0.072
C -4.477 -0.592 -0.789 0.043 -0.079 0.005
C 0.422 3.651 -1.770 0.074 0.067 0.142
C 1.270 2.895 0.427 -0.079 -0.145 -0.097
C 0.802 4.941 -1.433 -0.007 -0.008 -0.036
C 0.665 2.647 -0.822 0.193 0.147 -0.003
C -2.934 -2.861 -1.112 -0.037 0.038 0.057
H 2.096 4.428 1.662 0.003 -0.013 0.003
H 1.690 6.225 0.023 0.004 -0.007 0.024
H -0.275 4.211 -3.712 -0.005 0.001 -0.014
H 0.631 5.748 -2.134 -0.015 -0.020 -0.023
H 0.297 2.537 -3.602 0.009 0.014 -0.010
H -1.254 2.971 -2.912 0.001 0.005 -0.022
H 0.534 1.177 1.415 0.051 -0.125 0.183
H 2.288 1.090 1.055 0.003 -0.010 0.000
H 1.686 2.058 2.397 0.037 0.075 -0.009
```
Positions in Å, forces in eV/Å.

Results
Highest occupied orbital energy (spin up / spin down) in eV: -9.2 / -9.2
Gap between HOMO and LUMO (spin up / spin down) in eV: 7.52 / 7.52
Spin multiplicity: 1

=====

7.
The following is a quantum chemistry calculation of an isolated ion of composition C4H8N3 and charge +1, from OMol25.

```
15
Properties=species:S:1:pos:R:3:forces:R:3
N 2.216 0.910 -0.239 1.103 -1.880 -0.213
N -1.486 1.341 0.101 -1.956 0.543 2.398
N 0.876 0.965 0.298 -1.801 0.907 2.366
C -0.505 0.612 -0.478 0.974 -0.682 0.485
C 1.011 -1.456 0.051 -0.177 -2.266 0.184
C 1.805 -0.228 0.166 -1.541 3.635 -1.141
C -0.449 -0.967 -0.212 1.684 2.288 -2.679
H -1.788 1.085 1.031 -0.113 -0.111 -0.043
H -2.192 1.929 -0.345 0.990 -0.423 -0.329
H -0.933 -1.392 -1.068 0.126 -0.707 -0.459
H -1.034 -1.148 0.591 -1.807 -0.584 2.701
H -0.575 1.003 -1.471 1.380 -0.633 -1.150
H 1.306 -2.244 -0.707 0.310 1.273 0.814
H 1.101 -1.939 1.052 -0.327 0.093 -0.666
H 0.645 1.529 1.231 1.155 -1.453 -2.268
```
Positions in Å, forces in eV/Å.

Results
Highest occupied orbital energy in eV: -14.5
Gap between HOMO and LUMO in eV: 9.78
Spin multiplicity: 1
Net charge: +1
SMILES: N[C@@H]1CCC2=N[N@H+]21

=====

8.
The following is a quantum chemistry calculation of C3FO3Sr as an isolated structure, from OMol25.

```
8
Properties=species:S:1:pos:R:3:forces:R:3
Sr 2.110 1.800 0.428 -0.899 -0.358 -0.460
F -3.647 0.612 0.321 -0.379 0.021 0.037
O 1.000 -2.535 0.189 -0.512 1.006 -0.770
O 2.482 -0.815 -0.225 -0.900 0.395 -0.452
O 0.041 0.917 -0.446 1.422 0.336 0.357
C 1.608 -1.596 -0.104 1.315 -1.248 1.210
C -2.385 0.757 0.039 1.292 0.128 -0.231
C -1.208 0.861 -0.202 -1.338 -0.280 0.308
```
Positions in Å, forces in eV/Å.

Results
Highest occupied orbital energy (spin up / spin down) in eV: -5.6 / -7.7
Gap between HOMO and LUMO (spin up / spin down) in eV: 5.34 / 7.20
Spin multiplicity: 2

=====

9.
The following is a quantum chemistry calculation of one molecule with the formula C3H4ClNS, from OMol25.

```
10
Properties=species:S:1:pos:R:3:forces:R:3
Cl -3.432 -0.359 -0.111 0.235 0.019 0.221
S 2.935 -0.275 -0.068 -1.735 -0.207 0.055
N 1.137 -0.526 -0.064 2.205 0.068 -0.122
C -0.968 0.659 0.008 1.769 1.872 -0.651
C -1.710 -0.400 0.145 -1.859 -0.107 -0.198
C 0.528 0.572 -0.005 -1.069 1.356 0.568
H 3.180 -1.575 -0.147 0.155 -0.298 -0.028
H -1.355 -1.365 0.382 0.470 -0.823 0.117
H -1.324 1.691 -0.207 -0.147 -1.112 0.186
H 1.008 1.578 0.067 -0.024 -0.768 -0.148
```
Positions in Å, forces in eV/Å.

Results
Highest occupied orbital energy in eV: -9.0
Gap between HOMO and LUMO in eV: 9.19
Spin multiplicity: 1
SMILES: S/N=C/C=C/Cl

=====

10.
The following is a quantum chemistry calculation of an isolated ion of composition C3H6NO and charge +1, from OMol25.

```
11
Properties=species:S:1:pos:R:3:forces:R:3
O -1.173 -0.992 2.262 2.382 -0.428 0.287
N 0.043 0.418 -2.025 1.860 2.224 2.647
C -0.060 -0.891 1.597 -0.864 -2.428 0.141
C -0.151 -0.523 -1.139 -1.390 -1.131 -1.071
C 0.099 -0.111 0.377 -3.154 2.325 1.008
H 0.539 1.358 -1.723 -1.464 -1.882 -1.107
H -1.912 -0.410 2.110 -0.700 0.722 -0.854
H 0.702 -1.620 2.092 -1.030 1.613 -1.190
H -0.595 0.843 0.649 1.766 -1.639 -1.036
H -0.054 0.294 -3.039 -0.019 -0.391 0.723
H 1.093 0.105 0.219 2.614 1.015 0.452
```
Positions in Å, forces in eV/Å.

Results
Highest occupied orbital energy (spin up / spin down) in eV: -13.1 / -13.1
Gap between HOMO and LUMO (spin up / spin down) in eV: 6.86 / 6.85
Spin multiplicity: 1
Net charge: +1

=====

| no. | E_tot (eV) |
| --- | --- |
| 1 | -8279.951 |
| 2 | -43922.638 |
| 3 | -81707.707 |
| 4 | -38747.979 |
| 5 | -7394.752 |
| 6 | -92884.688 |
| 7 | -8736.857 |
| 8 | -12803.260 |
| 9 | -28021.908 |
| 10 | -6734.412 |